Entry 1:
43
Properties=species:S:1:pos:R:3:forces:R:3 method="wB97M-V/def2-TZVPD" de_lowest_ev=0.000 homo_lumo_gap_ev=3.773 charge=-3 homo_energy_ev=1.559 lumo_energy_ha=0.196 largest_force_ev_per_a=7.26
Na 0.397 0.490 -0.583 -0.57 0.13 -0.54
S -1.883 2.062 1.665 -3.47 3.80 0.07
O -0.728 1.472 1.056 3.80 -2.32 -1.52
O -3.087 1.329 1.317 -1.27 -1.97 -0.22
O -1.706 2.066 3.105 0.95 -0.75 2.77
O -2.075 3.427 1.199 0.54 1.15 -0.21
S -1.538 1.186 -2.844 -2.59 2.78 -1.72
O -0.126 1.626 -2.676 1.22 -0.39 1.18
O -2.447 2.318 -2.535 0.75 -0.46 -0.25
O -1.684 0.803 -4.260 0.05 -0.66 -0.83
O -1.918 0.064 -1.983 0.85 -1.35 1.24
C 1.964 0.432 3.001 -0.12 -1.71 0.63
O 2.916 -0.259 3.218 4.37 -3.08 2.48
N 2.002 1.173 1.996 -0.47 4.86 -5.37
N 0.864 0.338 3.680 -2.24 -0.79 2.93
H 2.849 1.261 1.452 -0.51 -0.23 0.05
H 1.135 1.566 1.659 -0.29 0.58 -0.33
H -0.031 0.762 3.486 -0.39 0.57 -0.13
H 1.019 -0.266 4.475 -0.71 0.09 -0.18
C 3.149 1.897 -1.848 -1.26 0.08 0.22
O 2.569 1.734 -0.812 -0.64 -0.65 3.02
N 4.436 2.110 -1.937 4.80 0.68 -0.07
N 2.511 1.898 -2.972 -0.87 0.35 -3.31
H 4.861 2.303 -2.833 -0.08 -0.10 0.40
H 5.033 2.106 -1.122 -0.41 -0.06 -0.20
H 1.511 2.000 -2.877 -1.46 -0.46 -0.36
H 2.932 2.204 -3.838 -0.11 -0.12 0.28
C -2.351 -2.104 1.839 0.23 2.19 -1.44
O -2.342 -3.291 1.995 -0.11 -3.94 0.88
N -1.224 -1.404 1.622 1.63 -0.86 0.50
N -3.415 -1.346 1.706 -2.71 0.50 0.30
H -0.428 -1.991 1.830 0.28 0.68 -0.09
H -1.168 -0.396 1.599 0.09 0.26 -0.12
H -3.279 -0.354 1.570 -0.07 1.23 -0.32
H -4.353 -1.695 1.576 0.56 -0.30 0.19
C -0.201 -2.801 -1.341 0.97 1.05 -0.18
O 0.643 -1.915 -1.164 0.60 -0.76 0.50
N 0.031 -4.131 -1.341 1.77 -2.72 0.15
N -1.442 -2.543 -1.594 -2.15 -0.05 -0.37
H 0.957 -4.512 -1.211 -0.20 0.46 -0.02
H -0.656 -4.792 -1.674 0.11 0.44 0.25
H -2.050 -3.270 -1.944 -0.02 0.57 0.28
H -1.645 -1.556 -1.659 -0.88 1.28 -0.57

=====

Entry 2:
33
Properties=species:S:1:pos:R:3:forces:R:3 method="wB97M-V/def2-TZVPD" de_lowest_ev=1.205 homo_lumo_gap_ev=2.340 charge=+3 homo_energy_ev=-18.729 lumo_energy_ha=-0.602 largest_force_ev_per_a=2.56
Tl 1.786 0.438 0.699 -0.51 0.01 -0.18
C 1.509 -2.112 3.946 0.93 -0.99 1.06
O 1.300 -1.191 3.165 -0.40 1.20 -1.12
N 0.933 -3.311 3.986 -0.57 0.11 -0.83
N 2.444 -1.948 4.917 0.15 0.19 0.41
H 0.204 -3.480 3.309 -0.07 -0.35 0.29
H 1.097 -3.938 4.757 -0.22 -0.21 -0.20
H 2.436 -2.596 5.694 0.24 0.24 0.27
H 2.921 -1.064 5.030 0.05 0.01 -0.03
C 1.415 -1.901 -2.448 -2.45 0.01 0.73
O 1.809 -1.026 -1.661 1.24 -0.32 -0.26
N 0.065 -2.019 -2.638 -0.26 0.61 -0.46
N 2.021 -2.907 -3.060 1.65 0.17 0.21
H -0.549 -1.317 -2.253 0.04 -0.07 0.21
H -0.278 -2.714 -3.286 -0.42 -0.01 0.14
H 1.430 -3.628 -3.440 0.47 -0.33 -0.15
H 2.998 -3.091 -2.870 0.02 -0.14 -0.27
C -1.742 0.516 -1.505 -2.11 0.09 -1.22
O -0.643 0.261 -0.997 0.71 0.04 0.35
N -1.845 0.803 -2.833 1.86 0.14 -0.07
N -2.901 0.412 -0.860 0.37 -0.07 1.45
H -2.618 1.250 -3.304 -0.23 -0.02 0.33
H -0.920 1.091 -3.130 -0.24 -0.07 -0.88
H -2.774 0.314 0.138 -0.60 -0.16 0.06
H -3.789 0.734 -1.215 0.06 0.07 -0.07
C -0.539 3.644 0.150 1.04 0.04 0.61
O 0.278 2.778 0.546 -0.16 -0.42 0.68
N -0.977 3.707 -1.093 -0.13 -0.89 -0.46
N -1.012 4.615 0.913 0.24 0.08 0.99
H -0.486 3.033 -1.662 -0.29 0.78 -0.87
H -1.260 4.653 -1.291 0.06 -0.29 -1.56
H -1.752 5.163 0.507 -0.14 0.40 0.74
H -0.562 4.830 1.791 -0.35 0.17 0.07

=====

Entry 3:
23
Properties=species:S:1:pos:R:3:forces:R:3 method="wB97M-V/def2-TZVPD" de_lowest_ev=0.860 homo_lumo_gap_ev=11.956 charge=+1 homo_energy_ev=-15.004 lumo_energy_ha=-0.112 largest_force_ev_per_a=2.53
C -1.144 -0.077 -0.540 -2.26 -0.95 -0.63
C -1.480 -0.088 0.941 1.50 0.92 0.31
C -2.880 0.430 1.139 -1.56 -0.21 -0.83
C -1.186 -1.436 1.653 -0.12 1.24 -0.56
N 0.156 -0.720 -0.902 -0.37 1.86 -0.62
H -1.933 -0.618 -1.091 0.37 -0.42 0.21
H -1.291 0.896 -1.009 0.91 0.30 0.34
H -0.833 0.723 1.323 0.13 -0.54 0.42
H -2.992 1.505 1.000 0.34 0.08 0.31
H -3.571 0.034 0.373 0.26 -0.23 0.12
H -3.352 0.129 2.072 0.38 0.17 0.25
H -2.121 -1.984 1.634 0.19 -0.58 0.18
H -0.841 -1.236 2.661 -0.35 -0.09 0.25
H -0.359 -1.969 1.187 -0.16 -0.34 -0.10
H 0.921 -0.437 -0.272 0.11 -0.71 -0.11
H 0.058 -1.714 -1.069 0.30 -0.26 0.45
H 0.431 -0.296 -1.791 0.33 -0.31 -0.05
H 3.528 -0.938 -1.184 -0.72 0.59 0.19
H 3.245 0.574 -1.037 0.09 0.50 0.05
O 2.808 -0.285 -1.043 0.51 -1.04 -0.14
H 4.795 2.048 -1.650 0.45 -0.56 -0.35
H 4.092 3.192 -1.132 -0.45 1.20 0.48
O 3.950 2.267 -1.263 0.12 -0.64 -0.19

=====

Entry 4:
23
Properties=species:S:1:pos:R:3:forces:R:3 method="wB97M-V/def2-TZVPD" de_lowest_ev=2.651 homo_lumo_gap_ev=11.907 charge=+1 homo_energy_ev=-15.076 lumo_energy_ha=-0.116 largest_force_ev_per_a=5.00
C 1.712 -0.935 0.273 3.61 1.53 0.48
C 0.322 -1.184 -0.113 -0.08 3.27 -3.77
N -0.688 -0.192 0.438 -1.10 1.60 0.60
C -1.317 -0.696 1.765 -0.18 -0.10 -1.95
C 0.142 -1.045 -1.687 -0.38 2.79 1.05
H 2.247 -0.003 -0.027 -1.09 -0.05 -0.09
H 2.279 -1.633 -0.327 0.22 -0.56 0.01
H 2.100 -1.078 1.306 -1.07 -0.24 -0.33
H 0.242 -2.145 0.203 -1.93 -2.75 1.12
H -0.279 0.879 0.601 -0.16 -2.75 -0.07
H -1.446 0.105 -0.272 1.50 -1.61 1.33
H -0.560 -0.508 2.486 0.19 0.35 0.96
H -2.231 -0.117 1.831 0.02 -0.01 0.79
H -1.550 -1.792 1.781 0.26 1.05 -0.56
H 0.751 -1.527 -2.397 1.79 -0.64 -0.05
H 0.089 0.091 -1.932 0.80 -2.38 0.39
H -0.783 -1.393 -2.057 -1.76 -0.59 0.32
H 0.163 2.942 1.499 -1.83 3.48 2.95
H 1.403 2.268 1.104 2.73 -0.12 0.38
O 0.497 2.315 0.963 -0.96 -3.34 -3.28
H -0.678 2.648 -1.799 -0.56 -1.95 -0.21
H -1.662 1.354 -1.728 0.26 0.89 -0.52
O -0.752 1.648 -1.912 -0.31 2.14 0.47

=====

Entry 5:
24
Properties=species:S:1:pos:R:3:forces:R:3 method="wB97M-V/def2-TZVPD" de_lowest_ev=0.809 homo_lumo_gap_ev=9.138 charge=+1 homo_energy_ev=-12.221 lumo_energy_ha=-0.113 largest_force_ev_per_a=2.62
C -0.719 2.130 -0.849 -0.65 2.52 -0.32
C 0.056 0.865 -0.802 -2.06 -1.55 -0.12
C 1.354 0.811 -0.059 0.70 -1.31 -0.50
C 2.115 -0.536 -0.214 1.49 1.95 -0.34
S 2.803 -0.872 -1.883 -1.06 -1.55 0.13
N -0.982 -0.280 -0.356 1.15 0.00 0.09
H -1.201 2.504 0.068 0.53 -0.51 0.17
H -1.531 2.131 -1.571 -0.21 -0.64 -0.21
H -0.161 3.014 -1.236 0.27 -0.81 0.45
H 0.132 0.471 -1.804 1.12 0.56 -0.50
H 1.938 1.617 -0.527 0.06 -0.10 0.61
H 1.354 0.839 1.030 -0.75 1.09 0.05
H 1.547 -1.327 0.242 -0.09 -0.68 -0.42
H 3.013 -0.394 0.399 -0.29 -0.28 0.15
H 3.212 0.332 -2.197 0.21 0.93 0.15
H -1.852 0.089 0.025 0.29 -0.01 0.01
H -0.532 -0.906 0.351 -0.55 0.14 -0.41
H -1.195 -0.883 -1.171 0.06 0.43 0.65
H 0.204 -3.371 0.958 -0.39 0.02 0.38
H -1.019 -2.573 1.640 0.23 -0.52 0.11
O -0.341 -2.575 0.954 0.07 0.35 -0.27
H -2.694 -0.648 3.058 0.19 0.00 0.04
H -3.134 -0.001 1.771 0.06 -0.11 0.20
O -2.368 -0.438 2.173 -0.40 0.07 -0.13

=====

Entry 6:
25
Properties=species:S:1:pos:R:3:forces:R:3 method="wB97M-V/def2-TZVPD" homo_lumo_gap_ev="10.716 / 7.199" spin_multiplicity=2 charge=+2 homo_energy_ev="-17.872 / -18.222" lumo_energy_ha="-0.263 / -0.405" largest_force_ev_per_a=2.32
N -0.677 0.190 2.635 2.01 -0.21 1.15
C 0.699 0.528 2.054 -0.42 -0.96 -0.92
C 0.617 1.691 1.048 -1.29 -0.42 1.77
S 2.248 1.709 0.310 -0.13 0.85 -0.35
S 1.987 1.824 -1.635 0.13 -0.34 -0.89
C 0.890 0.472 -2.285 -0.93 -0.65 1.57
C 1.706 -0.826 -2.311 -0.45 -0.42 -1.02
H -0.438 -0.127 3.583 -0.52 0.06 0.12
H -1.266 1.015 2.752 -0.39 -0.25 -0.28
H -1.108 -0.642 2.201 -0.88 0.18 -0.71
H 1.076 -0.365 1.521 -0.50 0.19 0.36
H 1.401 0.674 2.876 -0.22 0.42 -0.04
H 0.373 2.588 1.640 0.91 0.28 -0.39
H -0.291 1.627 0.430 0.73 -0.47 -0.60
H 0.007 0.305 -1.647 0.27 0.45 0.02
H 0.494 0.868 -3.213 0.42 0.00 -0.39
H 2.039 -1.126 -1.320 0.81 0.53 -0.01
H 2.435 -0.735 -3.124 0.44 -0.36 0.75
H 1.113 -1.736 -2.548 -0.34 0.93 -0.35
H -2.433 0.380 -2.239 -0.35 0.27 -0.30
H -2.756 -1.105 -2.092 -0.26 -0.15 -0.29
O -2.288 -0.379 -1.678 0.59 -0.15 0.60
H -2.220 -1.995 0.351 -0.39 0.27 -0.13
H -1.452 -2.742 1.384 0.00 -0.66 0.26
O -2.156 -2.094 1.308 0.77 0.63 0.06